Computed, not measured: a molecular structure, C39H87N3O9Si2 at a distorted geometry, with ωB97M-V/def2-TZVPD.

Structure (XYZ):
```
140
Properties=species:S:1:pos:R:3:forces:R:3
C 5.320885 0.572863 4.039238 -0.004 -0.057 -0.256
O 4.747717 1.528679 3.169405 -0.011 0.283 0.020
C 5.756621 2.310633 2.529316 0.600 -0.730 0.020
C 6.089015 1.744179 1.146553 -0.358 0.501 -0.600
C 5.041297 2.126895 0.080543 -0.382 -0.628 0.253
C 3.834384 1.145642 0.018032 -0.246 1.429 -0.715
C 2.532842 1.958277 -0.192717 -0.379 -1.511 0.237
C 1.388405 1.003890 -0.689168 0.230 1.198 0.490
C 0.082187 1.284953 0.087222 -0.165 -0.250 -0.305
Si -1.448514 0.510727 -0.720225 1.153 1.018 -0.243
O -2.620100 1.711561 -0.809262 -0.378 -1.233 0.819
Si -3.802861 1.658491 0.399884 0.324 0.910 -0.516
C -4.693884 -0.013182 0.194704 -0.222 -0.165 -0.066
O -6.074251 0.121335 0.625209 0.072 -0.640 0.051
C -6.767011 -1.065968 0.531418 -1.090 -0.960 -0.634
C -7.135954 -1.679286 1.881388 0.325 1.262 -0.602
O -7.091729 -1.569566 -0.521689 0.744 0.786 0.922
C -2.971827 1.951128 2.082321 -0.159 -0.581 0.284
C -3.260687 0.910119 3.211224 0.428 1.062 0.878
N -2.821627 1.559365 4.473948 -0.315 -0.022 -0.142
N -4.666243 0.557185 3.368739 0.255 -0.318 -0.110
N -2.444089 -0.291871 3.127419 -0.616 -0.005 -0.189
C -4.945412 3.126534 0.103618 0.165 -0.849 0.089
C -4.479813 4.389536 0.430332 1.308 -0.042 0.475
C -5.233061 5.526524 0.292955 0.098 -0.041 -0.003
C -6.516389 5.378821 -0.187835 -0.320 1.549 0.048
C -7.010742 4.155032 -0.547599 -0.698 -0.014 -0.130
C -6.231490 3.031769 -0.396777 -0.382 -0.736 -0.357
H 5.810671 1.075522 4.885151 -0.142 -0.173 0.017
H 6.078560 -0.040919 3.525675 -0.103 0.088 0.040
H 4.521012 -0.092642 4.369869 0.095 0.166 0.128
H 6.656951 2.255665 3.160648 -0.064 0.278 -0.104
H 5.445825 3.358768 2.465010 -0.175 -0.192 0.041
H 7.063253 2.113771 0.805497 0.008 -0.131 0.280
H 6.120634 0.649262 1.193930 0.293 0.131 0.112
H 5.479244 2.164491 -0.922878 0.126 0.045 0.206
H 4.641909 3.129823 0.281372 0.230 -0.069 0.069
H 3.917981 0.525314 -0.882496 0.248 -0.254 0.356
H 3.748620 0.528420 0.914589 0.048 0.012 -0.123
H 2.204983 2.390903 0.759777 0.277 0.210 -0.145
H 2.685967 2.749719 -0.932128 0.048 0.008 0.185
H 1.722525 -0.031864 -0.586759 -0.212 0.030 -0.150
H 1.238466 1.254053 -1.745315 -0.100 -0.538 0.030
H 0.157857 0.988647 1.142787 0.165 0.014 -0.154
H -0.052192 2.376419 0.087685 -0.206 -0.169 0.015
H -0.998814 0.044450 -2.048025 -0.354 0.066 -0.160
H -1.891358 -0.693450 0.015847 -0.320 0.010 0.131
H -4.251642 -0.828454 0.786445 0.165 0.227 -0.088
H -4.651920 -0.352065 -0.851031 -0.085 0.212 0.105
H -7.393929 -0.837871 2.533407 0.019 -0.321 0.153
H -7.973817 -2.361818 1.770545 0.257 -0.153 0.042
H -6.222522 -2.149977 2.260168 -0.298 -0.175 0.143
H -3.298295 2.928808 2.461190 -0.087 -0.097 -0.263
H -1.880228 2.026745 2.006587 -0.152 0.016 -0.168
H -3.192924 2.506028 4.495233 0.156 -0.012 -0.103
H -3.365689 1.085461 5.192803 0.345 -0.124 0.090
H -4.899014 -0.332596 2.954286 -0.132 0.138 -0.118
H -5.294825 1.293563 3.077024 -0.037 -0.155 -0.194
H -2.556636 -0.742074 2.225143 0.183 0.013 0.000
H -1.480922 0.002175 3.239740 -0.011 -0.170 -0.004
H -3.465431 4.482653 0.818653 -0.103 0.053 -0.048
H -4.810765 6.487061 0.561824 -0.176 0.011 -0.037
H -7.124369 6.276572 -0.271002 -0.099 -0.198 -0.101
H -8.027846 4.086889 -0.918616 0.097 -0.104 -0.020
H -6.660026 2.075387 -0.678072 0.158 0.013 0.076
C 8.892060 3.523267 9.522160 -0.084 -0.087 0.037
C 8.805647 3.687751 8.014519 -0.020 0.094 0.075
O 8.225022 2.579923 7.349577 0.116 -0.149 -0.181
C 6.895676 2.256376 7.715911 -0.122 0.059 0.083
C 5.900922 3.377011 7.466001 0.069 0.116 -0.003
H 9.458145 2.625582 9.775832 0.026 0.024 -0.013
H 9.387832 4.386776 9.967697 0.013 -0.009 -0.024
H 7.906695 3.431869 9.981032 -0.001 0.080 0.007
H 9.812368 3.786390 7.607193 -0.037 -0.103 -0.091
H 8.273708 4.609133 7.752361 -0.030 0.007 0.068
H 6.858854 1.924622 8.759568 -0.037 0.066 0.025
H 6.615727 1.393676 7.110110 0.165 -0.014 -0.035
H 6.126701 4.263921 8.059706 -0.049 -0.033 0.059
H 4.892106 3.052060 7.723545 0.012 -0.024 -0.025
H 5.916314 3.673098 6.415363 -0.028 -0.043 -0.001
C 9.944339 -0.169453 2.441057 0.079 0.043 -0.043
C 9.147679 -1.034378 1.479325 0.103 0.005 0.082
O 9.214576 -0.596330 0.132995 -0.244 0.042 -0.082
C 10.504732 -0.563509 -0.449471 0.137 -0.009 -0.001
C 11.200188 -1.913770 -0.483566 -0.063 -0.086 0.105
H 9.606454 0.867198 2.390220 -0.034 -0.019 0.019
H 9.819379 -0.528038 3.463822 -0.025 0.011 -0.011
H 11.010975 -0.179427 2.212954 0.007 -0.062 0.052
H 8.094121 -0.997025 1.760426 -0.037 0.031 -0.177
H 9.450977 -2.084802 1.551526 0.061 0.017 0.044
H 11.129502 0.184135 0.052125 0.042 -0.051 0.034
H 10.362706 -0.210605 -1.471567 -0.141 0.025 0.041
H 11.377894 -2.307777 0.518114 0.075 0.040 -0.004
H 12.165797 -1.829177 -0.983765 -0.022 0.018 -0.018
H 10.590285 -2.642861 -1.019545 0.016 0.026 -0.031
C 2.336185 -0.868876 -6.451376 -0.041 0.119 -0.032
C 1.560057 -1.379784 -5.249755 0.004 -0.062 -0.104
O 0.962655 -0.354949 -4.475473 0.025 0.087 0.240
C 0.020713 0.466586 -5.144361 -0.058 0.011 -0.092
C -1.169211 -0.295588 -5.700283 0.041 -0.159 -0.045
H 3.112369 -0.170203 -6.134666 0.012 -0.034 0.014
H 2.807523 -1.700429 -6.977011 0.001 -0.002 0.028
H 1.693559 -0.347521 -7.162042 -0.013 -0.075 -0.038
H 2.243458 -1.901257 -4.578526 -0.056 0.083 0.106
H 0.805634 -2.113296 -5.555609 0.003 0.022 -0.073
H 0.515692 1.048534 -5.929912 -0.036 -0.042 -0.062
H -0.335778 1.186302 -4.405760 0.130 -0.067 0.113
H -0.871633 -1.024390 -6.456234 -0.026 0.067 -0.069
H -1.877822 0.393051 -6.163132 0.008 0.017 0.034
H -1.678820 -0.840532 -4.903149 -0.011 0.056 0.018
C -7.214294 -6.693450 0.216731 -0.043 0.111 -0.041
C -8.101211 -7.090801 1.384363 0.022 -0.063 -0.112
O -8.698134 -5.991749 2.049587 0.029 0.056 0.259
C -9.544033 -5.170988 1.264820 -0.029 0.062 -0.160
C -10.732515 -5.903932 0.666860 0.029 -0.145 -0.006
H -6.427284 -6.014647 0.549442 0.008 -0.030 0.011
H -6.750557 -7.577880 -0.222303 0.003 -0.001 0.031
H -7.775001 -6.186592 -0.569685 -0.007 -0.065 -0.031
H -7.497391 -7.601999 2.134801 -0.059 0.092 0.096
H -8.869250 -7.804553 1.066088 0.007 0.017 -0.072
H -8.962647 -4.665010 0.485218 -0.048 -0.040 -0.068
H -9.911303 -4.388907 1.931480 0.099 -0.069 0.121
H -10.422747 -6.691972 -0.020864 -0.002 0.061 -0.063
H -11.365816 -5.209390 0.113561 0.012 0.015 0.026
H -11.327283 -6.370615 1.453841 -0.008 0.043 0.005
C -4.469599 -1.006017 -7.522155 -0.019 -0.134 0.013
C -3.832731 -0.717237 -8.870402 -0.111 0.052 0.040
O -3.221043 -1.846145 -9.468825 0.234 0.008 -0.049
C -4.069599 -2.946612 -9.741196 -0.118 -0.072 0.014
C -5.212816 -2.623930 -10.688212 -0.020 0.149 0.002
H -3.728946 -1.412444 -6.831503 0.004 0.036 0.002
H -4.881407 -0.090686 -7.094433 0.029 0.003 -0.009
H -5.280730 -1.731311 -7.599151 -0.052 0.065 -0.015
H -3.038678 0.019456 -8.740671 0.086 -0.093 -0.072
H -4.559874 -0.270597 -9.557808 -0.056 -0.018 0.039
H -4.447442 -3.375732 -8.806327 -0.070 0.028 -0.009
H -3.435045 -3.708570 -10.195215 0.112 0.091 0.033
H -5.886964 -1.872614 -10.274488 -0.043 -0.065 0.034
H -5.799281 -3.520681 -10.892227 0.032 -0.009 -0.001
H -4.827300 -2.234785 -11.632023 0.008 -0.042 -0.001
```
Positions in Å, forces in eV/Å.

Its LUMO energy is 0.6051 eV. The electronic energy is -2958.5718 Ha.

Atom charges from the Löwdin analysis, given in e for atoms 1 to 5: -0.105, -0.200, -0.221, -0.178, -0.196

Computed, not measured: 5 unconnected molecules or ions with the total composition C39H87N4O at a distorted geometry, with ωB97M-V/def2-TZVPD.

Structure (XYZ):
```
131
Properties=species:S:1:pos:R:3:forces:R:3
C -0.035655 -0.111880 2.611044 -0.179 0.207 -1.101
C -0.263937 0.102345 1.053533 1.425 1.041 0.359
C -1.519236 0.983492 0.880518 0.473 0.594 0.104
O 0.887013 0.642777 0.418111 -1.006 -0.505 0.593
H -0.983732 -0.163585 3.146369 -0.062 0.194 0.144
H 0.540365 0.767448 2.899240 -0.161 0.142 0.306
H 0.524559 -0.985594 2.944052 0.240 -0.239 -0.482
H -0.548847 -0.819355 0.546191 -0.108 -0.866 0.137
H -1.341147 2.026890 1.140711 0.503 0.192 -0.013
H -2.353753 0.732171 1.535134 -0.115 -0.553 -0.171
H -1.790637 0.968658 -0.175047 -0.329 -0.079 -0.084
C -4.406065 3.131335 -2.769237 2.309 -0.178 0.000
C -4.192354 1.599750 -2.498748 -2.847 0.906 -0.520
C -5.379987 1.225041 -1.581738 -0.833 0.594 -0.141
C -5.670337 -0.244056 -1.382211 -0.343 0.159 0.805
N -6.006469 -0.569227 0.079396 0.211 -2.765 0.858
C -7.104603 0.217202 0.885819 1.134 0.328 -0.639
C -6.579701 0.365541 2.342717 0.641 0.090 -0.982
C -5.183149 -0.245127 2.371671 2.203 -0.029 -1.145
C -4.690482 -0.429526 0.876069 -1.539 0.091 0.626
C -6.455418 -2.109483 0.209954 0.610 2.058 -0.923
H -3.649569 3.471474 -3.476430 0.108 -0.035 -0.372
H -4.121935 3.711866 -1.891536 -0.489 0.016 0.328
H -5.344018 3.494508 -3.189307 -0.227 -0.653 0.329
H -3.225432 1.240235 -2.146757 0.009 0.467 0.265
H -4.397701 1.088684 -3.439367 0.304 -0.186 -0.167
H -6.338072 1.554661 -1.983649 0.257 0.538 -1.004
H -5.439436 1.884992 -0.716267 0.827 -0.485 0.715
H -4.815094 -0.843378 -1.694430 0.329 -0.401 0.529
H -6.467263 -0.526897 -2.069967 -0.337 -0.270 0.482
H -8.102872 -0.219456 0.855984 0.357 -0.464 -0.461
H -7.148953 1.178003 0.372975 -0.118 0.032 0.266
H -7.166360 -0.168328 3.090331 -0.388 0.526 -0.214
H -6.515807 1.444563 2.483163 -0.246 -0.180 0.673
H -5.106538 -1.109931 3.030728 -0.315 -0.525 -0.634
H -4.365863 0.349462 2.779852 -0.463 0.705 0.337
H -4.015298 -1.244867 0.616373 -0.335 -0.689 0.260
H -4.112331 0.392395 0.453855 -0.584 0.531 0.411
H -5.710148 -2.765307 -0.240118 0.231 0.315 -0.038
H -7.350098 -2.110682 -0.412654 -0.234 -0.464 0.562
H -6.544449 -2.335218 1.272605 -0.407 0.106 -0.217
C 3.775901 -5.386519 1.852568 0.457 1.199 0.092
C 3.046601 -4.075680 1.478621 -2.068 -0.228 -0.048
C 1.947317 -4.399389 0.427738 0.436 -0.723 -2.064
C 1.343515 -3.307493 -0.530496 -0.964 -0.647 0.161
N 0.096885 -3.833825 -1.363578 -0.255 -1.095 1.014
C -0.512839 -2.773116 -2.318244 2.064 -0.035 0.209
C -1.927337 -3.147943 -2.643745 1.563 -0.687 -0.737
C -2.311961 -3.896832 -1.410909 -1.514 -1.764 0.615
C -1.137198 -4.141521 -0.473650 0.606 2.005 -0.244
C 0.332396 -5.202713 -2.030189 0.072 0.746 1.069
H 4.479777 -5.206368 2.665090 0.133 0.106 -0.034
H 4.356989 -5.723806 0.994268 -0.149 -0.352 0.065
H 3.108687 -6.152462 2.247858 -0.192 0.027 -0.438
H 3.632852 -3.232715 1.112827 0.519 -0.315 0.025
H 2.474230 -3.705168 2.329031 0.322 0.183 0.380
H 1.203800 -5.106953 0.794655 -0.429 0.615 0.673
H 2.432662 -5.086325 -0.265553 0.408 -0.066 -0.303
H 2.046661 -2.975184 -1.294209 0.163 -0.132 0.126
H 0.994908 -2.425028 0.006000 -0.200 0.081 -0.048
H 0.235381 -2.724323 -3.109386 -0.300 0.209 -0.399
H -0.500846 -1.836750 -1.760426 0.098 0.154 0.270
H -1.957267 -3.787286 -3.526044 -0.048 -0.067 -0.014
H -2.516754 -2.265076 -2.891210 -0.288 0.391 0.400
H -2.758008 -4.843630 -1.715416 -0.114 -0.124 0.155
H -3.094952 -3.361971 -0.873380 -0.224 0.276 0.297
H -1.061603 -5.075092 0.083872 -0.006 -0.066 -0.539
H -1.120953 -3.326837 0.250311 -0.037 0.087 0.266
H 1.241047 -5.317173 -2.621244 -0.286 0.665 -0.402
H -0.618246 -5.414945 -2.519411 0.481 -0.264 -0.331
H 0.471117 -5.875611 -1.183981 -0.198 -0.156 -0.212
C 2.179746 -1.329818 5.984125 1.460 0.047 -0.355
C 3.720517 -1.306827 5.922561 -0.410 -0.067 -1.414
C 4.423928 -0.290056 4.932078 0.469 0.827 0.093
C 4.403781 -0.385929 3.355690 -0.587 0.177 -0.548
N 4.820581 0.908467 2.543863 -1.279 0.047 -0.993
C 5.105912 0.611736 0.981579 -1.355 -1.010 1.243
C 5.955707 1.712923 0.455917 0.532 0.235 0.861
C 6.780211 2.102971 1.689085 0.706 0.422 1.289
C 6.088205 1.622811 3.048637 -0.815 -0.866 -1.528
C 3.632991 1.913689 2.543875 0.178 -0.867 0.117
H 1.877605 -1.988740 6.798143 -0.058 -0.010 -0.116
H 1.888880 -1.768193 5.029490 -0.948 0.559 0.087
H 1.879825 -0.312110 6.233981 -0.703 -0.123 -0.506
H 4.030453 -2.278864 5.538911 0.308 -0.300 0.734
H 4.007200 -1.108877 6.955382 0.926 -0.054 -0.341
H 5.478891 -0.308501 5.205588 0.149 -0.177 0.041
H 4.138339 0.718824 5.229914 -0.362 0.189 -0.152
H 3.427142 -0.599988 2.921568 -0.317 0.103 0.324
H 5.025199 -1.180346 2.942369 0.406 0.050 0.404
H 4.168285 0.478911 0.441861 -0.363 0.119 0.492
H 5.595365 -0.361384 0.941810 0.330 0.135 0.224
H 5.464886 2.599601 0.054683 -0.480 -0.323 0.057
H 6.579879 1.298027 -0.335528 0.119 0.185 0.050
H 6.968120 3.176646 1.692315 0.070 -0.093 0.174
H 7.747268 1.602384 1.640870 0.030 0.140 0.103
H 5.736803 2.318771 3.810379 0.317 0.478 -0.473
H 6.677114 0.876662 3.582066 0.140 0.004 -0.289
H 3.229316 1.942881 3.555952 0.712 0.883 0.196
H 2.731719 1.614220 2.008961 0.277 -1.055 -0.748
H 3.962415 2.812953 2.023397 0.142 0.247 0.828
C -1.232668 5.938345 -0.783557 -0.576 -0.444 0.163
C -0.614042 4.522308 -0.970840 0.963 1.102 -0.356
C 0.302875 4.602040 -2.231243 0.242 -0.954 0.532
C 1.243316 3.388727 -2.303285 -0.161 -1.120 -1.343
N 1.305987 2.756384 -3.773352 1.276 -0.240 0.257
C -0.087483 2.188972 -4.286457 0.889 0.808 -0.825
C -0.189695 0.775190 -3.764042 -0.189 -0.142 -0.744
C 1.245273 0.331106 -3.545519 1.002 -0.344 1.678
C 2.231153 1.529819 -3.769890 -1.980 -1.009 0.206
C 2.025845 3.722927 -4.775320 -2.646 -1.119 1.580
H -1.976453 6.171781 -0.021730 -0.158 -1.110 0.426
H -1.783134 6.203555 -1.686197 0.509 0.412 -0.291
H -0.465464 6.650119 -0.478798 0.299 0.059 -0.789
H -1.257179 3.650846 -1.093421 -0.423 0.293 0.177
H 0.070215 4.304424 -0.150824 -0.223 -0.139 0.289
H 0.938445 5.486488 -2.187478 -0.289 0.195 -0.116
H -0.297065 4.623469 -3.141029 -0.117 0.284 0.017
H 1.002831 2.519176 -1.691616 -0.708 0.000 0.285
H 2.261791 3.608988 -1.983432 0.154 0.230 -0.525
H 0.039273 2.319751 -5.361137 0.242 -0.857 -0.256
H -1.000792 2.774323 -4.180027 0.440 0.582 1.137
H -0.723247 0.106022 -4.439038 0.191 0.268 -0.623
H -0.830415 0.649995 -2.891175 0.390 0.575 0.516
H 1.542417 -0.553931 -4.108108 -0.015 0.249 -0.248
H 1.275491 0.042839 -2.494761 0.358 -0.103 0.213
H 2.709037 1.351782 -4.733235 -0.144 0.680 -0.107
H 3.014812 1.702293 -3.032160 -0.268 -0.240 0.159
H 1.192357 4.424897 -4.800498 1.068 1.095 -0.810
H 2.152677 3.152708 -5.695576 0.009 0.418 0.026
H 2.965611 3.997949 -4.296471 -0.287 0.383 -0.265
```
Positions in Å, forces in eV/Å.

Its multiplicity is 2. Its LUMO energy (alpha / beta) is -3.6959 / -3.7176 eV. Its total charge is +2. The electronic energy is -1831.5356 Ha.

Atom charges from the Löwdin analysis, given in e for atoms 1 to 5: -0.070, -0.621, -0.096, -0.368, 0.053